Entry from the Open Molecules 2025 dataset: a structure of composition C28H34ClN7P2S3Tl (ωB97M-V/def2-TZVPD).

```
76
C28H34ClN7P2S3Tl, DFT ωB97M-V/def2-TZVPD
C -2.47650 -3.63365 -2.13888
H 2.28360 0.03929 5.28621
C -4.33026 3.34474 0.48549
H 5.55866 2.78556 -0.43565
H -2.46145 -7.01745 -2.31061
H -3.34867 -2.32596 -3.59928
S 3.58031 3.76103 -1.50733
C -2.00383 -2.51253 -1.27220
H -2.82611 0.38252 2.07467
C -2.87878 -1.98507 -0.17749
Cl -3.13500 4.81038 2.42373
H 3.24842 -1.50882 2.95265
H 1.66983 -2.98296 -4.01784
H 0.98775 -4.38674 -0.96473
Tl 0.02189 0.07094 -0.09729
H -0.77894 0.73474 3.76473
C 1.09351 -4.32081 0.12015
H -3.63485 -6.51807 -4.43395
C 3.73930 1.55035 -0.33255
H -4.08616 -4.17042 -5.07227
C -2.22882 -4.95436 -1.77937
C -2.65164 -5.99106 -2.60079
H -3.02760 0.95306 -1.51679
C -4.28703 2.37839 -0.50768
H 0.57411 -3.01011 2.75510
S 0.47763 0.19627 -2.88362
H -4.49465 -3.32806 -0.61094
S 1.44597 2.46111 2.04031
P 1.40856 0.04540 3.01305
N 1.65282 -1.99368 -3.83337
H 0.14096 -4.60048 0.57633
H -0.83610 -0.86445 2.98340
C -4.97536 -1.96709 0.98824
H -5.17345 2.13826 -1.08263
H 3.75967 -1.64651 0.59026
N -0.88322 -1.93947 -1.47506
H 1.76261 1.66020 4.80414
C -4.15301 -2.51192 0.01237
H -1.71367 -5.17216 -0.84958
C 4.51324 2.61609 -0.65384
C 0.68213 -1.50942 -3.01742
N -1.97569 1.98143 -0.06954
H -5.24406 3.88004 0.71422
H 3.28509 1.02142 4.18986
H 2.18908 -3.70283 2.62873
H 1.26047 3.02644 -1.81410
N -2.42229 -0.97513 0.57812
H -5.11917 -0.44585 2.51370
H 2.10319 -1.36797 -4.47601
C 1.59355 -2.81302 2.41114
N 0.49043 4.02475 4.21046
N -0.03946 -2.41588 -2.39817
C -3.09753 1.71896 -0.74912
C 0.89452 3.38210 3.33070
H 4.07618 0.67579 0.21029
H -0.19403 -0.70166 4.63904
C 2.18905 -1.63637 3.18604
H -1.08134 3.15288 1.38970
C 2.21732 2.74415 -1.38635
C -2.00509 2.93074 0.86800
P 1.51494 -2.60442 0.58123
C -3.14723 -3.35562 -3.32528
H -5.96844 -2.36753 1.14861
H 1.87043 -5.00977 0.45770
C -3.22651 -0.45082 1.50299
C -3.31332 -5.71020 -3.78961
H 2.11446 -1.83287 4.25791
H 3.82197 -3.42782 0.60810
C -3.56621 -4.39277 -4.14690
H 3.43757 -2.54623 -0.89356
C -4.50829 -0.90932 1.74893
N 2.42677 1.62628 -0.75306
C 2.26312 0.75958 4.46540
C -0.26896 -0.22525 3.65974
C -3.16632 3.62546 1.17669
C 3.30799 -2.55792 0.19166
```

Results
Frontier orbital gap (spin up / spin down) in eV: 5.28 / 5.78
Charge: +1
LUMO energy (spin up / spin down) in eV: -5.10 / -4.45
Max |F| in Eh/bohr: 0.019
ΔE to the lowest compared entry with this formula, charge and spin in kcal/mol: 61.2
Multiplicity: 1

Entry from the Open Molecules 2025 dataset: a structure of composition C28H34CrN2O3P at a distorted geometry (ωB97M-V/def2-TZVPD).

```
69
C28H34CrN2O3P, DFT ωB97M-V/def2-TZVPD
H -4.82603 -0.88351 0.30891
H 3.75115 -0.91353 -3.87083
C 2.60654 0.15330 -1.69089
C 3.30816 0.06025 -4.08285
H -1.84222 -3.18048 0.56966
H 0.95600 3.66756 3.50486
P -1.57427 0.41468 2.70952
O -1.71659 1.19259 -4.69172
H -1.15225 4.67006 1.72745
C 3.21009 -5.18077 0.95263
H -2.93970 3.05613 0.98586
C 2.89950 -4.43597 2.10699
C -2.66619 0.98919 0.44812
H -0.88192 3.65665 5.25871
H 3.54088 -0.08495 -6.22335
H 0.62949 2.94020 1.90870
C 2.03536 2.50360 -4.56997
H 1.52911 3.45717 -4.74743
N -2.64880 -0.01267 1.50383
C 0.40649 2.87500 2.98216
H -2.68913 -2.09848 3.27271
C -3.94299 -1.49067 0.07811
H -2.59893 4.56534 2.76888
H -3.53266 -1.16847 -0.88966
H -0.83514 -2.03298 1.48720
C 2.63854 -2.39816 0.75337
H -3.69618 1.14188 0.10190
H -1.08254 1.90053 5.08139
H 2.32135 2.05677 -6.67402
H 1.89948 -0.48009 1.46910
C -2.90913 -1.41153 1.19026
H 0.75462 1.90398 3.35590
H -1.06247 5.18083 3.41808
H 3.56843 -5.08323 -1.19569
C 2.81809 0.80639 -2.98320
H -4.32876 -1.60548 2.82598
C 0.30704 -0.48001 -3.01570
C 2.48550 1.72286 -5.64511
C 3.29401 -4.53430 -0.29093
C -0.55746 1.07332 -4.60816
C -1.09454 3.05363 3.20326
H -2.05422 0.70163 -0.42689
C 0.64578 -0.95756 -5.48690
C -1.62958 -2.11569 0.73502
C -1.40159 2.87310 4.69067
H 2.86927 -4.92882 3.08411
C 2.41706 -0.41798 -0.61619
H -3.67460 -3.14217 2.22793
C -2.14963 2.29632 1.04470
C 3.16253 0.51985 -5.39391
H -0.24212 0.11282 2.08226
H 3.37736 -6.25788 1.01158
H -4.26000 -2.53442 -0.03240
H -1.25972 -1.68792 -0.20892
O 0.06282 -1.81319 -6.02429
C -3.42220 -2.09890 2.45834
C 3.02803 -3.16466 -0.38295
N -1.82760 2.04686 2.44251
C 2.63866 -3.06792 2.01401
H 2.44107 -2.45940 2.90262
H 3.11366 -2.64584 -1.33954
H -1.28727 2.66195 0.45812
H 1.76194 2.58862 -2.41905
C 2.18258 2.04039 -3.26185
O -0.38958 -0.98354 -2.21959
Cr 1.23696 0.47439 -4.34608
H -2.47612 2.97547 4.87711
C -1.51030 4.44189 2.74177
C 2.26488 -1.02408 0.59378
```

Results
Frontier orbital gap (spin up / spin down) in eV: 6.91 / 5.12
Charge: +2
LUMO energy (spin up / spin down) in eV: -5.48 / -8.85
Max |F| in Eh/bohr: 0.100
Multiplicity: 4

Entry from the Open Molecules 2025 dataset: the molecule C28H34FN3O5 at a distorted geometry (ωB97M-V/def2-TZVPD).

```
71
C28H34FN3O5, DFT ωB97M-V/def2-TZVPD
H 1.37754 -1.92892 3.33817
C -3.53960 -2.76253 2.41315
H 3.60409 -1.66239 3.41988
H 0.20090 -0.35347 1.00030
F -2.54186 -4.85503 2.84303
H -1.48279 -4.63994 0.48657
H 1.54811 5.99118 -4.19155
H 0.88135 -3.16585 -2.47019
H -1.16050 2.97943 1.07546
C 0.54467 -0.67096 -2.52601
H -4.01955 -2.79817 3.37826
C -1.18749 2.02459 3.01194
C 1.06203 5.11651 -3.78646
H 2.65436 3.77491 -4.34578
O -0.50993 -1.30291 -2.44216
H -0.38925 -0.24035 3.98429
N 2.55004 -1.97987 1.66685
C 3.62028 -1.32456 2.38349
C -3.45672 0.66583 -0.12444
C -3.72428 -1.68178 1.56727
C -0.85296 4.16574 -2.64829
H 0.60314 -2.27691 -0.23083
C 1.68965 3.89145 -3.87864
C 2.84071 -0.52527 -0.39202
H 3.56273 -0.22674 2.38068
O -3.22671 -0.64929 -0.57974
C 2.69723 -1.93945 0.21975
C 1.02370 2.79914 -3.34391
C 1.57086 -2.71653 -0.46970
H -4.51051 0.94531 -0.24459
H 1.22905 0.37259 2.25384
H 3.64035 -2.46907 0.00951
O -1.57200 0.72462 2.59534
C -0.49993 2.85152 1.92804
H 3.80232 -1.17974 -2.22266
C 0.47728 0.77900 -2.72938
H -0.64418 6.22613 -3.12908
O 1.45756 1.51851 -3.33471
N 1.75117 -1.28437 -2.41936
H 1.98342 0.09268 -0.12423
C -2.10521 -3.80725 0.77339
H -1.72915 0.03624 -1.73985
C -0.69815 -0.32925 2.93232
C 0.53662 -0.44230 2.03531
C -0.24017 2.91483 -2.72820
C 1.24300 -1.79178 2.26081
N -1.68702 1.06047 -1.69804
H -1.30112 -1.23596 2.82488
H 4.57293 -1.61903 1.94455
H -2.11755 2.52670 3.30031
H 1.57769 -3.74821 -0.11841
C -0.18894 5.24870 -3.17954
C -0.58462 1.57596 -2.34701
O -2.71066 2.85985 -0.72226
H -3.17689 0.77784 0.93119
H -4.36028 -0.86896 1.87915
H -1.81863 -2.68291 -1.03595
C -3.09322 -1.65756 0.32845
H 0.58544 -2.59482 1.91887
H -0.26119 3.83323 2.32885
H 2.65588 -3.14617 -2.31118
H -0.54571 1.95226 3.89986
C -2.73077 -3.80649 2.00841
C -2.29028 -2.72841 -0.06666
C 2.92450 -0.60225 -1.91885
C 1.72636 -2.67115 -1.98975
H 0.41985 2.38148 1.59087
H 3.74133 -0.04655 -0.00585
H -1.81204 4.26810 -2.16875
C -2.58896 1.66633 -0.89490
H 3.00270 0.39202 -2.35409
```

Results
Frontier orbital gap in eV: 8.49
LUMO energy in eV: 0.26
Max |F| in Eh/bohr: 0.024
SMILES: CCOCCCN(C)C1CCN(C(=O)c2oc3ccccc3c2NC(=O)COc2ccc(F)cc2)CC1
Multiplicity: 1

Entry from the Open Molecules 2025 dataset: a structure of composition C28H35AsAuN3OP2 at a distorted geometry (ωB97M-V/def2-TZVPD).

```
71
C28H35AsAuN3OP2, DFT ωB97M-V/def2-TZVPD
H 5.66728 2.69799 3.80616
H -2.45937 0.27260 -2.63978
C 0.29456 0.60182 4.32912
H 2.33668 -4.79195 0.02196
H -2.47125 -2.92104 -5.25872
H 0.51340 -3.30650 -2.41790
H -1.09005 -1.79308 -5.28322
C 1.22264 -3.60847 1.40946
C -0.63708 0.65849 5.35612
C -0.03087 -2.56655 -3.01215
C 2.04981 -3.79335 0.31435
H 1.66909 3.12681 2.34464
C -1.98539 0.15151 1.39922
H -4.05484 -1.44320 -2.38098
C 2.54733 2.51808 2.53221
H -1.15858 0.12008 -3.83397
H 2.56666 -0.55437 -0.52925
C -1.85943 3.99631 -2.62865
N -1.06118 -3.21396 -3.75108
H 1.34765 0.71454 4.54429
H 0.22684 -2.18884 2.66739
H 1.26350 4.69881 -2.52298
H -3.47567 0.11366 3.58895
H 0.31606 4.55445 0.69200
H 3.15840 -2.84722 -1.25635
H 1.99883 3.30665 -1.68936
C -3.47920 -2.13789 -2.99436
H 0.66265 -2.08389 -3.70489
H -1.60929 5.02262 -2.91536
H -1.88497 3.37304 -3.52397
O -2.91924 -0.43329 0.93369
P -0.66115 -1.21264 -1.81431
C 3.67940 3.06753 3.10312
Au -0.72715 1.30196 -0.03672
P 0.97144 0.45537 1.59480
C 2.51900 -2.69874 -0.39960
H 3.64333 -0.67987 2.14971
N -2.57513 -1.39419 -3.85442
C 1.35605 -1.23681 1.10993
C -1.78749 -0.44098 -3.13308
H 1.18009 3.07429 -3.25133
C 1.15928 3.62882 -2.31089
C -1.50048 0.23582 2.74642
H -2.84765 3.98913 -2.16518
H -2.66175 -4.54372 -3.56935
H 5.64667 0.31688 3.17039
C 4.79107 2.26982 3.34545
H 3.70196 4.11614 3.35844
N -2.74256 -3.04271 -2.13134
C 3.65159 0.36684 2.41479
H -0.30993 0.83328 6.37056
C -2.42897 0.26565 3.79948
C -1.99320 0.50356 5.08767
As -0.52093 3.35359 -1.36969
H -1.41569 4.85043 0.46867
C -1.79084 -2.32912 -4.63990
H 0.88107 -4.46484 1.96926
C 0.86222 -2.33342 1.80678
C 4.77656 0.92902 2.99087
H -0.22939 5.72517 -0.52506
C -0.13251 0.42715 3.01864
C 2.52208 1.15938 2.21050
H -2.71380 0.57096 5.88950
H -4.15653 -2.72577 -3.61872
C 2.17693 -1.41851 -0.00646
C -0.45806 4.76794 -0.04782
H -2.66453 -1.79181 -0.50265
H -1.47423 -3.11616 -0.48604
C -1.98472 -2.38348 -1.12258
H -1.42687 -4.66311 -2.28655
C -1.98015 -3.97668 -2.92987
```

Results
Frontier orbital gap in eV: 3.78
Charge: +2
LUMO energy in eV: -8.69
Max |F| in Eh/bohr: 0.069
ΔE to the lowest compared entry with this formula, charge and spin in kcal/mol: 45.9
Multiplicity: 1